{
  "formula": "C5H12NO",
  "method": "ωB97M-V with the def2-TZVPD basis set",
  "symbols": ["O", "N", "C", "C", "C", "C", "C", "H", "H", "H", "H", "H", "H", "H", "H", "H", "H", "H", "H"],
  "positions_angstrom": [[0.713, -0.602, -2.003], [0.413, -0.943, -0.763], [2.226, -0.920, 0.218], [-1.883, 0.055, -0.957], [-0.762, -0.423, 1.315], [0.107, 1.511, -0.042], [-0.487, 0.080, -0.077], [1.159, 1.534, 0.312], [-1.073, 0.339, 2.027], [-2.770, -0.719, -0.797], [-1.666, -1.199, 1.425], [2.366, 0.032, 0.794], [0.209, -0.677, 1.747], [2.484, -1.852, 0.988], [-0.498, 2.154, 0.506], [0.238, 1.886, -1.087], [-1.392, -0.415, -1.860], [2.853, -0.962, -0.695], [-2.236, 1.121, -1.051]],
  "atomic_forces_ev_per_a": [[-0.2530, 0.1915, 1.0501], [1.2888, -0.4348, 0.0254], [-0.5292, -1.1566, 1.2636], [1.0427, -1.0469, -0.5675], [-1.3737, -0.9567, 1.2678], [1.6076, -1.3613, -2.3816], [-1.2090, -0.1295, -0.4367], [-0.7951, -0.2470, 0.2776], [-0.3508, 0.7248, -0.2735], [1.8872, 1.7112, 0.7579], [2.5324, 1.1102, -0.4833], [0.0587, -0.7083, -0.4800], [-0.1645, -1.0510, 0.0205], [-0.8438, 2.1832, -2.0115], [-1.1041, 1.3163, 1.0479], [-0.4608, -0.2843, 0.6273], [-0.9572, 1.4015, 0.0639], [-0.4781, 0.0084, 0.5513], [0.1018, -1.2707, -0.3193]],
  "total_energy_ha": -327.5257,
  "charge": -1,
  "mol_weight_g_mol": 102.16,
  "orbital_gap_ha": [0.205, 0.205],
  "relative_energy_kj_mol": 447.31
}

=====

{
  "formula": "C5H12NO",
  "method": "ωB97M-V with the def2-TZVPD basis set",
  "symbols": ["O", "N", "C", "C", "C", "C", "C", "H", "H", "H", "H", "H", "H", "H", "H", "H", "H", "H", "H"],
  "positions_angstrom": [[-0.754, 2.655, 1.750], [-0.225, -0.768, 0.066], [1.546, -2.486, 0.376], [1.204, -1.099, -0.129], [-1.459, 2.104, 0.733], [-0.761, 0.203, -0.887], [-0.594, 1.681, -0.493], [0.459, 1.780, -0.211], [1.425, -2.569, 1.459], [-1.833, 0.001, -1.021], [-0.359, -0.394, 1.000], [1.800, -0.362, 0.437], [-0.783, 2.276, -1.401], [-2.030, 1.181, 1.023], [0.912, -3.262, -0.082], [1.420, -0.972, -1.189], [-0.282, -0.022, -1.852], [2.553, -2.773, 0.053], [-2.239, 2.825, 0.368]],
  "atomic_forces_ev_per_a": [[-0.0456, -0.1697, -0.0296], [0.0236, -0.1957, -0.2137], [-0.1072, -0.3135, -0.7676], [-0.6363, 0.7352, 0.8327], [0.4308, 0.5637, 0.4157], [-0.1780, -0.0837, -0.0257], [0.3130, -0.8393, -0.4064], [-0.0560, 0.4048, 0.0526], [0.1651, -0.0074, 0.0617], [-0.0246, -0.0222, -0.0250], [0.0005, -0.0665, 0.0355], [0.2415, -0.1714, -0.3435], [0.0162, 0.2133, 0.2056], [-0.1036, -0.0060, 0.0216], [-0.0897, 0.1836, 0.0927], [0.1741, -0.1947, -0.0595], [-0.1220, 0.1915, 0.0854], [0.2437, -0.0289, 0.3752], [-0.2455, -0.1929, -0.3075]],
  "multiplicity": 2,
  "total_energy_ha": -327.5182,
  "charge": -2,
  "mol_weight_g_mol": 102.16,
  "orbital_gap_ha": [0.106, 0.249],
  "relative_energy_kj_mol": 41.71
}

=====

Repeat the second record exactly.
{
  "formula": "C5H12NO",
  "method": "ωB97M-V with the def2-TZVPD basis set",
  "symbols": ["O", "N", "C", "C", "C", "C", "C", "H", "H", "H", "H", "H", "H", "H", "H", "H", "H", "H", "H"],
  "positions_angstrom": [[-0.754, 2.655, 1.750], [-0.225, -0.768, 0.066], [1.546, -2.486, 0.376], [1.204, -1.099, -0.129], [-1.459, 2.104, 0.733], [-0.761, 0.203, -0.887], [-0.594, 1.681, -0.493], [0.459, 1.780, -0.211], [1.425, -2.569, 1.459], [-1.833, 0.001, -1.021], [-0.359, -0.394, 1.000], [1.800, -0.362, 0.437], [-0.783, 2.276, -1.401], [-2.030, 1.181, 1.023], [0.912, -3.262, -0.082], [1.420, -0.972, -1.189], [-0.282, -0.022, -1.852], [2.553, -2.773, 0.053], [-2.239, 2.825, 0.368]],
  "atomic_forces_ev_per_a": [[-0.0456, -0.1697, -0.0296], [0.0236, -0.1957, -0.2137], [-0.1072, -0.3135, -0.7676], [-0.6363, 0.7352, 0.8327], [0.4308, 0.5637, 0.4157], [-0.1780, -0.0837, -0.0257], [0.3130, -0.8393, -0.4064], [-0.0560, 0.4048, 0.0526], [0.1651, -0.0074, 0.0617], [-0.0246, -0.0222, -0.0250], [0.0005, -0.0665, 0.0355], [0.2415, -0.1714, -0.3435], [0.0162, 0.2133, 0.2056], [-0.1036, -0.0060, 0.0216], [-0.0897, 0.1836, 0.0927], [0.1741, -0.1947, -0.0595], [-0.1220, 0.1915, 0.0854], [0.2437, -0.0289, 0.3752], [-0.2455, -0.1929, -0.3075]],
  "multiplicity": 2,
  "total_energy_ha": -327.5182,
  "charge": -2,
  "mol_weight_g_mol": 102.16,
  "orbital_gap_ha": [0.106, 0.249],
  "relative_energy_kj_mol": 41.71
}